(1)
ORCA calculation (the ωB97M-V functional and the def2-TZVPD basis) on a single C6H6O2 molecule at a distorted geometry.

Geometry as ORCA input:
```
! RIJCOSX wB97M-V def2-TZVPD def2/J DEFGRID3
* xyz 0 1
C -1.257 0.167 1.845
C -0.774 0.247 0.611
O -1.194 0.717 -0.701
C 0.126 0.587 -1.396
C 0.421 -0.896 -1.122
C 0.603 -0.386 0.394
C 1.070 0.864 -0.201
O 2.093 1.540 -0.383
H -0.659 -0.196 2.633
H -2.388 0.322 2.135
H -0.112 1.072 -2.287
H 1.404 -1.437 -1.343
H -0.412 -1.753 -1.335
H 1.079 -0.848 1.150
*
```

SMILES: C=C1O[C@@H]2C[C@H]1C2=O
M (u): 110.11
E_LUMO (eV): 0.536
Energy relative to the best compared isomer or geometry (same formula, charge and spin) (eV): 3.801
Strongest force on any atom (Eh/bohr): 0.1492
E (eV): -10409.6081

(2)
ORCA calculation (the ωB97M-V functional and the def2-TZVPD basis) on a single C6H6O2 molecule at a distorted geometry.

Geometry as ORCA input:
```
! RIJCOSX wB97M-V def2-TZVPD def2/J DEFGRID3
* xyz 0 1
C -0.058 -0.644 1.682
C 0.020 -0.396 0.375
C -0.010 -1.457 -0.632
C -0.225 -0.794 -1.805
O -0.232 0.654 -1.800
C -0.438 0.887 -0.395
C 0.650 1.722 0.184
O 0.517 2.203 1.233
H -0.197 0.183 2.430
H 0.402 -1.446 2.289
H -0.185 -2.517 -0.467
H -0.632 -0.874 -2.863
H -1.412 1.115 -0.010
H 1.800 1.364 -0.222
*
```

SMILES: C=C1C=CO[C@@H]1C=O
M (u): 110.11
E_LUMO (eV): 0.375
Energy relative to the best compared isomer or geometry (same formula, charge and spin) (eV): 3.291
Strongest force on any atom (Eh/bohr): 0.0880
E (eV): -10410.1180

(3)
ORCA calculation (the ωB97M-V functional and the def2-TZVPD basis) on a single C6H6O2 molecule at a distorted geometry.

Geometry as ORCA input:
```
! RIJCOSX wB97M-V def2-TZVPD def2/J DEFGRID3
* xyz 0 1
C 0.153 2.481 0.167
C 0.954 1.543 0.804
C 0.065 0.140 0.906
C -0.775 0.480 -0.169
O -0.971 1.783 -0.450
O -1.363 -0.465 -1.177
C -0.687 -1.779 -0.523
C 0.652 -1.383 0.146
H 0.007 3.599 0.327
H 2.157 1.928 1.061
H -0.872 -2.363 -1.537
H -1.506 -2.248 0.085
H 1.559 -1.237 -0.478
H 0.627 -2.479 0.839
*
```

SMILES: c1cc2c(o1)OCC2
M (u): 110.11
E_LUMO (eV): 0.867
Energy relative to the best compared isomer or geometry (same formula, charge and spin) (eV): 6.029
Strongest force on any atom (Eh/bohr): 0.1310
E (eV): -10407.3806